60
Properties=species:S:1:pos:R:3:forces:R:3 method="wB97M-V/def2-TZVPD" total_energy_ev=-118745.541
Pt 0.21285 -0.66790 0.61086 -1.2423 -1.4645 -1.7873
C -2.49692 -2.09933 -2.41910 -0.1345 0.1003 -0.0666
C -1.80888 -1.63234 -1.17948 -0.6804 -0.3907 0.3124
N -0.91957 -0.69829 -1.15082 1.3329 -0.0332 0.9528
O -0.43478 -0.13640 -2.30839 -0.1755 0.1867 0.0177
C -2.10726 -2.21005 0.10009 -0.1264 -0.2852 -0.7492
C -3.25440 -3.10066 0.43112 0.0676 -0.1432 0.0997
N -1.26930 -1.87354 1.06051 0.0082 2.1380 0.1370
O -1.34947 -2.27700 2.21131 0.1809 -0.5593 0.5966
H -2.25664 -1.48478 -3.28137 0.0066 0.0298 -0.0193
H -3.57721 -2.05255 -2.27926 0.0243 -0.0393 0.0041
H -2.23261 -3.13684 -2.63213 0.0029 0.0269 0.0310
H -0.32508 -0.84280 -2.95797 0.2089 -0.1086 0.0052
H -3.79313 -3.41458 -0.46008 0.0161 0.0178 0.0204
H -3.94548 -2.58881 1.10542 -0.0244 -0.0219 -0.0279
H -2.89613 -3.98507 0.96207 -0.0443 -0.0007 -0.0456
S 4.11790 -2.92729 0.90389 0.0328 -0.0406 -0.0531
C 2.96267 -1.95544 0.33945 -0.3004 0.4339 -0.2658
N 2.12543 -1.23370 -0.08990 0.9101 -0.1340 0.2915
C 1.03298 3.82518 4.36551 -0.0842 0.0436 0.0478
C 1.27473 2.55605 5.20298 0.0682 0.1040 -0.0179
C 2.14856 2.93318 6.41596 -0.0093 0.0205 0.0250
C -0.10051 2.08557 5.69300 -0.0942 0.0911 0.0870
Si 2.15137 1.18123 4.21613 -0.0725 -0.1642 -0.2820
Br 1.01967 1.27047 2.17176 -0.1563 0.3377 0.5015
C 1.85878 -0.57590 4.88148 -0.0654 -0.0139 0.1108
C 2.76023 -1.59764 4.17500 -0.1010 -0.0421 0.0403
C 0.40532 -1.03857 4.68439 0.0241 -0.0429 0.1080
C 2.18723 -0.59458 6.38832 0.0299 -0.0236 0.0108
C 3.93734 1.56450 3.68801 0.0786 0.0058 0.0031
C 4.07685 3.03077 3.25100 0.0865 0.0175 0.0012
C 4.88726 1.31549 4.87625 0.0282 -0.0214 -0.0085
C 4.38390 0.69233 2.49939 0.1122 0.0721 0.0096
H 0.66242 4.61439 5.03291 0.0178 -0.0745 -0.0689
H 0.27501 3.65856 3.59679 0.0540 0.0033 0.0615
H 1.92956 4.19849 3.87643 -0.0629 0.0258 0.0394
H 1.60203 3.64671 7.04520 0.0386 -0.0574 -0.0503
H 3.08101 3.41470 6.10782 -0.1102 -0.0208 0.0474
H 2.40347 2.06975 7.03816 -0.0261 0.1157 -0.0471
H -0.62144 2.93863 6.14708 0.0445 -0.0806 -0.0218
H -0.03309 1.30247 6.44992 -0.0270 0.0649 -0.0604
H -0.72089 1.72070 4.86882 0.0417 0.0466 0.0760
H 2.59989 -1.62182 3.09359 0.0390 -0.0024 0.0900
H 2.52008 -2.59549 4.56037 0.0173 0.0517 -0.0407
H 3.81985 -1.42217 4.36432 -0.0519 -0.0432 -0.0335
H 0.09447 -1.01910 3.64038 0.0377 -0.0218 0.1126
H -0.30740 -0.45124 5.26316 0.0356 -0.0642 -0.0505
H 0.32413 -2.08085 5.01710 0.0055 0.0866 -0.0082
H 3.21673 -0.28262 6.59285 -0.0878 -0.0598 0.0052
H 2.06998 -1.61803 6.76393 0.0198 0.0670 -0.0288
H 1.51965 0.04675 6.96899 0.0529 -0.1014 -0.0417
H 3.91422 3.72831 4.07572 0.0354 -0.0334 -0.0726
H 3.39030 3.28173 2.43648 0.0722 -0.0149 0.0595
H 5.09753 3.18962 2.88249 -0.0750 -0.0068 0.0306
H 4.63501 1.92545 5.74913 0.0605 -0.0635 -0.0881
H 5.90981 1.57270 4.57476 -0.0680 -0.0213 0.0294
H 4.89142 0.26692 5.18586 0.0293 0.0952 -0.0454
H 3.72630 0.79941 1.63401 0.0626 -0.0050 0.0530
H 4.44797 -0.36574 2.74099 0.0071 0.0521 -0.0675
H 5.38586 1.01871 2.19315 -0.0704 -0.0343 0.0305

***

85
Properties=species:S:1:pos:R:3:forces:R:3 method="wB97M-V/def2-TZVPD" total_energy_ev=-443942.663
C 1.41754 3.06312 5.48057 -1.1307 -1.0940 -0.5111
Cl 3.11296 3.41911 5.30125 0.5088 0.8410 -0.0768
Cl 0.69786 3.49368 7.03844 0.1869 0.2180 -0.0235
H 0.74994 3.46168 4.68014 1.0323 -0.0672 0.6214
H 1.43499 1.97546 5.43440 -0.5491 0.0737 -0.0057
C -1.82740 6.00547 -0.53860 -0.3528 -0.6735 -0.4968
Cl -3.51000 6.32847 -0.19452 -1.6081 -0.4886 0.0161
Cl -1.02754 5.57452 0.94854 0.6355 -0.6669 0.3521
H -1.71869 5.22358 -1.36474 0.0830 1.3837 1.2450
H -1.56070 7.01701 -0.70633 1.2634 0.3680 -1.1278
C -0.81710 -4.61512 3.97150 0.4121 -2.2954 -0.0230
Cl -1.81666 -3.94907 2.71939 0.0413 0.8158 -0.2748
Cl 0.41651 -5.79501 3.26665 -0.5238 0.8092 0.3192
H -0.29001 -3.99766 4.68109 0.0121 0.7647 -0.5191
H -1.49887 -5.25443 4.50711 0.0559 -0.1478 0.3914
C -5.28797 -0.41306 1.58796 -0.6932 1.4118 -0.8509
Cl -5.58715 -2.00146 2.19960 -0.2079 -0.5572 0.5583
Cl -3.57260 0.03546 1.68504 -0.2498 0.0336 -0.1164
H -5.64241 -0.41340 0.55379 0.6349 -0.1072 -0.0175
H -5.89946 0.38967 2.04489 0.5319 -0.7696 0.4487
C 4.25158 -0.00596 4.45585 0.0457 -1.5377 0.5084
Cl 5.76975 -0.97506 4.61256 -0.3785 0.5784 -0.2775
Cl 3.09778 -0.67752 5.71234 0.4037 0.8361 -0.8630
H 4.47462 1.03645 4.64293 -0.1616 -0.0719 0.1345
H 3.83985 -0.21782 3.46340 0.0235 0.2157 0.4253
C -0.76782 -3.77384 -6.87720 -0.7457 0.2062 1.1930
Cl -2.45375 -3.28765 -6.37251 0.8246 0.0016 -0.2479
Cl 0.50133 -2.82338 -6.03359 -0.6328 -0.3264 -0.7977
H -0.68147 -4.78138 -6.52211 0.1802 -0.3843 0.0644
H -0.75254 -3.75570 -7.95249 0.3926 0.5016 -0.2117
C -4.23090 -1.88046 -3.08066 -0.6706 0.7435 -0.6034
Cl -5.17011 -3.29338 -2.68186 -0.3395 -0.4076 0.2111
Cl -3.85012 -0.89499 -1.65084 0.1155 -0.2435 -0.2036
H -3.34233 -2.21909 -3.57038 0.7200 -0.0040 0.0644
H -4.81407 -1.27131 -3.79095 0.2625 -0.1885 0.5205
C -2.73791 2.53232 -1.60091 0.2712 1.0973 0.3396
Cl -2.62770 3.11159 -3.33024 -0.0113 -0.1731 1.2806
Cl -1.16235 2.10237 -0.88063 -0.3644 0.2706 -0.3918
H -3.25556 3.25398 -0.93040 0.6480 -0.0431 -0.8461
H -3.32268 1.65819 -1.59981 -0.5173 -1.0625 -0.2990
C 3.74516 -3.55348 -4.15044 1.1936 -0.9643 -0.1290
Cl 4.58686 -3.59538 -2.55130 -0.3987 -0.0128 -0.4861
Cl 3.79043 -1.89688 -4.81176 -0.1884 -0.7478 0.0809
H 4.29370 -4.29867 -4.80607 -0.6171 1.2964 0.6217
H 2.73335 -3.91587 -3.98995 -0.0414 0.4401 -0.0889
C 0.75062 -1.78970 1.51078 0.7757 1.1987 -0.2509
Cl -0.12268 -0.63827 2.51727 0.2294 0.0634 0.4980
Cl 2.44876 -2.11102 1.88116 -0.2085 0.0296 0.4676
H 0.23355 -2.68713 1.49331 -0.9049 -1.6585 0.2174
H 0.75063 -1.34852 0.54625 -0.0212 0.2868 -0.8409
C 3.27482 -0.39555 -1.23036 -1.2444 0.5569 1.8056
Cl 2.20921 0.74887 -0.30431 -0.5028 -0.0037 -0.2541
Cl 4.66375 -0.58199 -0.19764 0.6963 -0.5288 -0.5005
H 2.69733 -1.28934 -1.42647 0.2771 -0.3145 0.2214
H 3.43613 0.15055 -2.10492 0.8883 0.4512 -1.4339
C -2.61202 4.20712 3.85927 -0.8501 1.1208 0.4877
Cl -3.68026 3.82113 5.21612 -0.2825 0.0444 0.2469
Cl -1.59141 2.85737 3.51906 0.5023 -0.3121 -0.5339
H -3.24861 4.52401 3.04290 0.0272 -0.5954 -0.4266
H -2.08284 5.11304 4.13536 0.5671 -0.2981 0.1554
C -3.09757 -1.46262 5.16853 0.5456 -0.4071 -0.5961
Cl -2.16708 -2.60702 6.18819 -0.5456 -0.0143 0.5658
Cl -3.35474 0.10731 5.89712 -0.0496 0.1219 0.2336
H -2.34459 -1.35017 4.38241 -0.9775 0.2289 -0.3749
H -4.08179 -1.88259 4.87055 0.9955 0.1385 0.1597
C -0.50256 -5.48021 -1.89879 -0.8492 0.2872 0.3776
Cl 1.07852 -4.69487 -1.94768 -0.0945 -0.3956 0.1936
Cl -1.77724 -4.32570 -1.46123 -0.1548 0.3795 0.1355
H -0.79310 -5.81339 -2.87422 0.3192 -0.2889 -0.4877
H -0.62465 -6.27896 -1.16462 0.7905 0.1410 -0.1418
C -0.08965 0.43314 -4.38978 -1.0204 -0.0918 0.3200
Cl 1.48588 0.89952 -4.98246 0.2005 -0.1003 0.1549
Cl -0.14628 -0.87155 -3.16223 0.3715 0.3804 -0.0306
H -0.61226 1.30544 -4.00296 0.3407 -0.0610 0.2926
H -0.69713 0.04620 -5.18674 0.1184 -0.1425 -0.5787
C 6.11253 2.70274 -1.50101 0.3427 -0.4062 0.6283
Cl 7.37053 1.40764 -1.63271 -0.8019 0.5185 -0.0504
Cl 5.38637 3.16094 -3.02599 0.0345 -0.0330 -0.4401
H 5.29083 2.41181 -0.84333 0.3833 -0.3422 -0.0673
H 6.63033 3.54904 -1.07882 0.0176 0.2422 -0.0613
C 2.04196 4.26132 -1.83644 -0.2373 0.4891 -0.1897
Cl 2.86574 4.52475 -0.30403 -0.1208 -0.0860 0.1865
Cl 1.07903 5.69500 -2.33387 0.3307 -0.1390 -0.0175
H 2.82720 4.08410 -2.56119 -0.2599 -0.0313 -0.1967
H 1.30442 3.47238 -1.77566 0.2749 -0.3012 0.2181

***

61
Properties=species:S:1:pos:R:3:forces:R:3 method="wB97M-V/def2-TZVPD" total_energy_ev=-70640.748 spin_multiplicity=2 s_squared=0.93 charge=+1
Nb 0.23419 0.53868 -0.23994 -1.5723 -2.6485 -0.1549
C 4.16817 -4.27057 1.69327 0.0477 0.4863 0.3310
C 4.27775 -3.00990 2.38040 -0.4331 0.1855 0.4166
C 4.42841 -2.00481 1.38472 -0.0684 0.7545 0.3223
C 4.48008 -2.62019 0.13870 -0.6212 -0.5451 -1.7050
C 4.29035 -4.03666 0.32681 -0.2242 0.8042 0.9682
H 3.99079 -5.24334 2.14058 0.0948 0.2091 0.0550
H 4.19765 -2.81650 3.48728 0.1824 -0.3881 -1.3270
H 4.41410 -0.90758 1.50730 0.3237 -0.7032 0.1968
H 4.53110 -2.17610 -0.89225 0.1057 -0.1668 1.3171
H 4.08382 -4.77598 -0.41065 0.2810 -0.3214 -0.6072
C -4.97769 -2.86848 -0.21173 0.5725 0.6618 -1.0695
C -4.16883 -1.75747 -0.87777 1.0408 -0.8679 1.6435
O -4.16912 -0.55762 0.03767 0.3149 -0.5358 -0.2117
P -2.86473 0.14962 0.55297 0.9350 -0.0150 -0.2001
S -2.02953 1.42065 -0.87381 0.1565 -0.3794 0.7583
S -1.30375 -1.19789 0.89337 -0.8653 1.3081 0.4052
O -3.34069 0.99114 1.83696 0.4014 -1.2287 -1.1777
C -4.73990 1.47557 1.95083 -0.0267 -0.3910 -1.0022
C -4.84091 2.79540 1.16232 -1.1380 -0.0692 1.8145
H -4.86802 -3.79675 -0.78916 -0.0457 0.2842 0.1980
H -5.96856 -2.50361 -0.29142 -1.3446 -0.2327 0.3228
H -4.70617 -3.01764 0.81159 0.2606 -0.1679 0.5677
H -4.68661 -1.42271 -1.74361 0.1606 0.2915 -0.9094
H -3.12757 -2.13547 -1.01105 -0.6690 0.8738 -0.2837
H -4.80053 1.63288 3.01523 -0.4286 0.0638 0.2345
H -5.43065 0.62921 1.62270 0.8631 1.3748 0.3980
H -4.27544 3.57153 1.67058 0.0804 0.0147 0.2783
H -5.89035 3.14810 1.13394 0.5093 -0.3018 -0.1483
H -4.42368 2.75264 0.19800 0.1885 -0.4175 -1.3992
C 0.10790 -0.31015 -4.14304 -0.6229 0.2039 0.2298
C 1.32320 -0.30964 -3.17647 -0.6572 0.1641 -0.4836
C 2.44707 -1.20378 -3.69756 -0.0852 -0.3049 -1.1944
C 0.93672 -0.79280 -1.79700 -2.0524 0.1357 1.2721
H 0.27702 0.40643 -4.97381 -0.0586 -0.5287 0.4055
H -0.86044 -0.01326 -3.64284 0.9995 -0.1934 -0.3575
H -0.05156 -1.31311 -4.56999 0.0690 0.3025 0.1176
H 1.62740 0.74700 -3.12539 0.3880 -0.3075 0.0679
H 2.22664 -2.28970 -3.49577 0.1737 1.0693 -0.2541
H 3.37128 -0.93639 -3.19334 0.2206 -0.1901 -0.0556
H 2.56787 -1.05595 -4.81688 0.0128 -0.2352 1.2976
H 1.73680 -1.12452 -1.12908 0.8065 -0.3411 0.0763
H 0.17728 -1.63761 -1.83279 0.8366 0.7785 0.0185
N -0.00700 0.34078 3.89656 -0.8478 -0.2031 -0.1988
C 1.21728 0.30950 3.43778 1.8105 -0.1206 0.2227
N 2.23477 0.14982 4.29220 1.1618 0.3120 -0.7590
S 1.73606 0.62695 1.76522 -0.1765 -0.0516 0.6380
H -0.20011 0.41016 4.88999 0.0118 -0.3426 -0.3152
H -0.70314 0.00846 3.24735 -0.5658 0.2879 0.0792
H 2.25427 -0.17389 5.26986 -0.6720 0.3010 -0.9230
H 3.15756 0.24389 3.84743 -0.5347 -0.2415 0.5167
C 0.61138 4.13955 0.42638 -0.0387 1.7967 -0.1032
C 1.12784 3.50329 -0.78775 -0.0376 -3.5802 -0.3581
C 1.79508 4.16421 -1.93911 -0.8918 -0.1491 -1.0678
O 1.02685 2.19362 -0.81306 0.8198 4.4238 -0.6033
H 0.69740 5.24766 0.33058 -0.3030 -0.7926 0.1342
H 1.26173 3.85724 1.24905 0.0404 -0.2523 0.2996
H -0.42673 3.84170 0.66020 0.4572 0.0189 -0.1842
H 1.20751 5.05046 -2.27720 0.5558 -0.3804 0.5434
H 1.82175 3.48060 -2.82054 0.1370 0.3201 0.8394
H 2.81664 4.45333 -1.68484 -0.0385 0.1682 0.0675

***

Values for energy above the lowest of the compared OMol25 structures with the same formula, charge and spin, kcal per mole, ordered as above
59.7, 13.4, 116.0